Here is a structure of composition C41H42HfP2S at a distorted geometry from the OMol25 dataset. Energies are from the ωB97M-V functional and the def2-TZVPD basis.

```
87
Properties=species:S:1:pos:R:3:forces:R:3
Hf -0.7650 0.6667 -0.6192 -2.38 0.05 -0.78
C -1.1477 -2.5564 4.1855 1.39 0.92 0.40
C -0.2442 -1.5988 3.8787 -0.14 -0.69 1.73
C 1.2327 -1.9002 3.8019 0.35 0.11 -0.31
C 1.6525 -2.2621 2.3627 0.17 0.16 0.30
C 0.9031 -3.4092 1.7482 -0.06 0.30 -1.06
C 0.1834 -4.3744 2.3049 0.36 -0.04 0.13
C 0.1964 -4.7301 3.7568 0.38 -0.38 0.01
C -0.8371 -3.9749 4.5731 -0.76 -0.30 0.23
C -2.5036 0.5327 -1.9597 -0.69 -0.10 -0.53
H -2.1650 -2.2689 4.3768 -0.46 0.32 0.06
H -0.4732 -0.5492 4.0977 -0.42 -0.22 -0.89
H 1.5112 -2.7125 4.4833 -0.10 0.37 -0.07
H 1.8036 -1.0100 4.1107 -0.20 -0.29 -0.07
H 1.3997 -1.3946 1.7318 0.19 -0.11 0.04
H 2.7504 -2.3727 2.3029 -0.39 -0.12 -0.01
H 0.8913 -3.3311 0.6544 -0.23 -0.11 0.24
H -0.4578 -4.9816 1.6794 0.20 -0.22 -0.29
H 1.1922 -4.5674 4.1800 -0.19 -0.07 -0.19
H 0.0179 -5.8078 3.8657 -0.01 0.20 -0.01
H -1.7913 -4.5049 4.5740 -0.03 -0.24 -0.23
H -0.5438 -4.0651 5.6278 0.02 0.51 -0.03
H -3.4741 0.2049 -1.5306 0.40 0.19 -0.11
H -2.3769 -0.0683 -2.8920 0.09 0.24 0.64
H -2.6962 1.5728 -2.3256 0.16 -0.43 0.29
P 0.4586 2.8630 -0.8917 1.35 1.73 1.05
P 0.9189 0.5171 -2.5788 1.94 -1.34 -1.48
C 2.0737 2.0369 -0.6487 -0.05 -0.65 -1.12
C 2.3163 0.9925 -1.4928 -0.29 1.45 0.29
C 0.9376 4.5736 -1.2843 -0.14 0.54 -0.51
C 2.2438 5.0754 -1.1207 -0.31 -0.23 0.21
C 2.4785 6.4486 -1.2010 -0.09 -0.18 -0.15
C 1.4382 7.3228 -1.5151 -0.08 -0.34 0.08
C 0.1699 6.8100 -1.8031 0.12 0.03 -0.04
C -0.0820 5.4441 -1.7079 0.20 -0.12 0.28
C -0.1845 2.8803 0.8162 -0.23 0.43 0.60
C -1.2003 1.9313 1.1137 0.40 -0.19 -1.18
C -1.7638 1.8832 2.3687 0.47 0.90 0.99
C -1.2636 2.7399 3.3621 0.05 -0.06 0.03
C -0.2387 3.6586 3.0686 -0.12 0.37 -0.17
C 0.2687 3.7864 1.7727 -0.09 -0.36 0.26
C 1.4934 1.2055 -4.1829 0.11 0.71 -0.33
C 1.6247 2.6027 -4.3395 0.08 -0.21 0.00
C 2.2921 3.1240 -5.4466 0.07 0.00 -0.24
C 2.7977 2.2851 -6.4455 -0.20 -0.35 0.26
C 2.6207 0.9077 -6.3168 -0.07 0.12 0.03
C 1.9861 0.3744 -5.1977 -0.07 -0.10 0.30
C 1.2076 -1.2710 -2.8100 -0.36 0.02 -0.26
C 0.2692 -1.9321 -3.6241 0.32 -0.18 0.21
C 0.4958 -3.2572 -3.9871 0.26 -0.20 0.09
C 1.6600 -3.9115 -3.5519 0.05 0.21 0.13
C 2.5694 -3.2555 -2.7142 -0.13 0.08 0.12
C 2.3276 -1.9413 -2.3122 -0.25 0.01 -0.30
H 2.7665 2.5438 0.0311 0.07 -0.63 -0.20
H 3.2920 0.5613 -1.7304 -0.16 0.06 0.63
H 3.0762 4.3998 -0.9249 -0.21 0.26 0.07
H 3.4837 6.8256 -1.0218 -0.23 -0.07 -0.07
H 1.6222 8.3945 -1.5390 -0.08 -0.22 -0.08
H -0.6260 7.4835 -2.1041 0.07 -0.10 0.04
H -1.0656 5.0374 -1.9474 0.15 0.23 0.15
H -0.1701 -0.9752 -0.2900 0.44 -0.94 0.55
H -2.5762 1.1963 2.5696 0.02 0.00 0.19
H -1.6584 2.6972 4.3827 0.14 0.05 -0.39
H 0.1340 4.3438 3.8334 -0.21 -0.32 -0.10
H 1.0023 4.5398 1.4726 -0.22 -0.11 0.42
H 1.2356 3.3006 -3.5939 0.15 -0.24 -0.19
H 2.4396 4.1978 -5.5526 -0.17 -0.21 0.15
H 3.3200 2.6819 -7.3182 -0.19 -0.02 0.35
H 2.9832 0.2233 -7.0792 -0.02 0.17 0.09
H 1.8942 -0.7047 -5.0968 0.08 0.26 -0.13
H -0.6184 -1.4037 -3.9870 0.31 -0.18 0.07
H -0.2163 -3.7868 -4.6233 0.22 0.20 0.20
H 1.8693 -4.9390 -3.8543 -0.16 0.33 0.04
H 3.4811 -3.7431 -2.3616 -0.38 -0.01 -0.17
H 3.0015 -1.4284 -1.6258 -0.05 -0.35 -0.28
S -2.7668 -1.4125 0.9989 -0.51 -1.01 0.94
C -3.6478 -2.2694 2.1201 0.46 0.90 -0.92
C -4.6740 -1.6386 2.8883 -0.93 -0.06 0.84
C -5.4496 -2.3908 3.7567 0.03 1.15 -0.18
C -5.2038 -3.7539 3.9464 0.20 0.19 -0.28
C -4.1706 -4.3671 3.2350 0.81 -0.34 -0.62
C -3.4167 -3.6609 2.3183 -0.26 -1.22 0.10
H -4.8519 -0.5765 2.7438 0.01 -0.16 0.09
H -6.2418 -1.9069 4.3190 0.08 -0.05 -0.11
H -5.8166 -4.3355 4.6319 0.12 0.13 -0.08
H -3.9495 -5.4156 3.3921 -0.10 0.02 -0.04
H -2.6556 -4.1495 1.7114 -0.08 0.13 0.26
```
Positions in Å, forces in eV/Å.

## Properties
Kohn-Sham gap (alpha / beta) (eV): 3.543 / 3.545
Energy relative to the best compared isomer or geometry (same formula, charge and spin) (kJ/mol): 171.8
Highest occupied orbital energy (alpha / beta) (eV): -13.08 / -13.08
E (eV): -73896.3224
Total charge: +2

Mulliken population analysis, charges in e, atoms 1 to 5:
1 Hf 1.422
2 C -0.568
3 C -0.145
4 C -1.186
5 C -0.004